A structure of composition C18H46N6O16SZn2 at a distorted geometry. Source: the Open Molecules 2025 dataset; level of theory: ωB97M-V/def2-TZVPD.

Its spin multiplicity is 1. As for the orbital gap: 0.28873 hartree. As for the calculated total energy: -6202.7549 a.u. The calculation puts the LUMO energy at -0.062 Ha.

```
89
Properties=species:S:1:pos:R:3:forces:R:3
Zn 3.055430 2.875044 -1.104641 -0.472 -2.156 0.040
Zn 0.740878 0.936734 -3.048713 1.009 -1.290 1.832
S 3.551738 2.314430 -3.540183 2.900 -2.420 -4.535
O 4.649567 2.406540 -4.500071 -2.156 -0.119 0.386
O 3.192028 3.569206 -2.971059 -1.877 5.624 1.993
O 2.321606 1.622334 -4.003694 -1.435 -0.164 -1.583
O 3.967753 1.571836 -2.383833 1.741 -2.693 3.459
O -0.570116 -0.179680 -1.977058 0.486 0.641 0.095
C -0.374443 -0.117310 -0.570654 0.229 2.478 -1.435
C 0.868626 0.850619 -0.224420 1.413 -1.500 0.479
O 1.332714 1.798616 -1.179518 -1.185 0.302 -0.207
H -0.205766 -1.098211 -0.123438 0.382 -0.143 -0.097
H -1.299682 0.253188 -0.119760 -0.159 0.249 0.245
H 1.664358 0.105441 -0.120774 0.400 -0.182 -0.202
H 0.910902 1.285309 0.776491 -0.988 0.232 0.101
C 0.297630 3.956362 2.278500 -0.195 0.149 0.201
C 0.917109 2.824292 3.049772 0.234 1.043 1.964
O 1.276126 3.248630 4.375701 0.109 -0.008 0.052
O 1.107598 5.150911 2.218116 -0.040 -0.766 -0.344
H -0.589573 4.324577 2.793887 -0.165 -0.371 0.019
H -0.025837 3.488191 1.346914 0.142 0.732 -0.548
H 1.852150 2.443575 2.634738 -0.287 -0.343 -0.621
H 0.143886 2.080661 3.247462 0.183 -0.444 -0.619
H 1.293433 4.209790 4.394974 0.082 0.100 -0.062
H 1.665577 5.148316 1.436378 0.016 -0.055 -0.019
C -2.571188 -3.429122 -2.936727 -0.548 -1.341 1.518
C -3.416373 -2.213405 -3.127014 -0.560 1.132 -1.590
O -2.648507 -1.140143 -3.563063 0.810 1.203 -0.606
O -1.611933 -3.339300 -1.874311 -0.119 0.103 0.147
H -2.085702 -3.822757 -3.830052 0.058 0.730 -0.323
H -3.237065 -4.240529 -2.632003 -0.129 -0.138 0.054
H -4.085126 -1.783582 -2.378411 0.195 -1.072 0.969
H -4.102781 -2.333483 -3.969052 -0.079 -0.817 -0.041
H -2.243793 -0.673691 -2.822262 0.505 0.049 0.110
H -1.379074 -2.417453 -1.720369 0.206 0.247 -0.463
O -2.860913 5.235411 0.609959 1.601 0.092 -0.533
C -2.011000 4.697119 -0.108656 -1.858 1.926 0.157
N -2.064093 3.399377 -0.329492 0.571 -2.107 0.047
C -0.983699 5.377287 -0.993143 0.431 -0.164 0.007
H -1.292878 2.981130 -0.826832 -0.281 -0.418 0.135
H -2.656778 2.860846 0.285103 -0.128 -0.137 -0.329
H -0.263745 5.936405 -0.396139 -0.326 0.469 -0.097
H -1.469891 5.947766 -1.783496 -0.043 0.459 0.431
H -0.399530 4.637283 -1.543002 0.049 -0.182 0.097
O -5.231719 2.044483 -0.951873 0.093 -0.227 -0.121
C -5.529898 0.866428 -0.946432 -1.222 1.069 -0.769
N -4.678069 -0.063874 -0.455544 0.937 -1.006 0.341
C -6.871155 0.340971 -1.512151 1.319 -0.813 0.947
H -3.694841 0.160609 -0.434534 -0.176 0.345 0.207
H -4.854115 -1.050142 -0.345819 -0.464 0.212 -0.286
H -7.367370 -0.146964 -0.671485 -0.422 0.202 -0.013
H -6.586459 -0.492823 -2.155571 -0.293 0.142 -0.422
H -7.500754 1.075102 -2.007386 0.306 0.050 0.182
O 1.596185 -4.111756 2.890717 0.162 0.154 0.144
C 1.003308 -4.416231 1.877590 0.111 0.678 0.005
N 0.588861 -3.502467 0.958740 -0.301 -0.042 -0.772
C 0.547327 -5.810642 1.643256 -1.045 -1.199 -0.049
H 0.665027 -2.504825 1.079250 0.435 -0.221 0.279
H 0.312122 -3.826185 0.043649 -0.258 0.110 0.092
H -0.184813 -5.956298 2.440237 0.355 -0.336 0.427
H 1.324153 -6.571768 1.690398 0.099 0.263 0.341
H -0.084595 -6.054862 0.788135 0.387 0.625 -0.532
O -1.436371 -0.473388 5.131133 0.176 -0.120 -0.489
C -1.587868 -1.325163 4.276529 -0.057 0.083 0.413
N -1.607105 -1.059639 2.938252 0.354 0.224 -0.506
C -1.904243 -2.751371 4.623510 0.091 -0.492 -0.604
H -1.580758 -1.822810 2.280146 0.026 0.057 0.131
H -1.214259 -0.184234 2.625923 -0.194 0.037 0.094
H -1.189983 -3.142658 5.345931 -0.487 0.278 0.485
H -1.820012 -3.441064 3.782017 -0.026 0.199 -0.272
H -2.958920 -2.743709 4.898176 0.178 -0.301 0.630
O 4.134183 1.817418 0.410309 -1.467 1.640 -3.279
C 4.436501 1.209888 1.400925 1.890 -0.852 1.472
N 4.608986 1.893193 2.519809 0.028 0.347 1.748
C 4.818030 -0.245100 1.376192 -1.689 -0.511 0.354
H 4.498140 2.895818 2.507434 -0.226 -0.091 -0.099
H 4.724640 1.485057 3.434769 0.142 -0.201 -0.236
H 4.985403 -0.653815 2.371981 0.631 0.189 -0.087
H 5.551575 -0.518062 0.620599 0.186 0.400 0.231
H 3.898288 -0.759959 1.087732 -0.059 -0.089 -0.324
O 1.928672 -1.179627 -2.953242 0.057 -0.465 0.166
C 2.954793 -1.863896 -2.821154 -0.818 0.330 -0.704
N 4.151546 -1.277114 -2.902399 0.593 -0.139 0.119
C 2.882423 -3.358015 -2.572085 0.648 0.005 0.583
H 4.164855 -0.272047 -3.009604 -0.004 0.189 0.203
H 5.034115 -1.723940 -2.710575 -0.295 -0.241 -0.123
H 3.120044 -3.473115 -1.512036 -0.403 -0.108 0.245
H 3.675486 -3.949807 -3.030171 0.001 0.311 -0.462
H 1.919008 -3.810128 -2.797449 -0.022 0.383 0.025
```
Positions in Å, forces in eV/Å.

Atomic partial charges in e from the Löwdin method, atoms 1 to 2: Zn 0.91; Zn 0.97